# 1
The following is a quantum chemistry calculation of a structure of composition C54H46GeP2PdSi, from the Open Molecules 2025 dataset.

Expectation value of S²: 0.7780
Net charge: +1
Relative energy (zero: lowest compared OMol25 entry of this formula, charge and spin) (kcal/mol): 43.41
Spin multiplicity: 2
Kohn-Sham gap (alpha / beta) (Eh): 0.19445 / 0.21468

Each line ends with the Mulliken spin population.
Cartesian coordinates (Å):
Pd (-0.17, 0.51, -0.47)  0.109
C (-1.18, 3.82, -2.58)  0.033
Si (-0.30, 2.74, -1.25)  0.299
C (1.55, 3.26, -1.08)  0.029
C (2.09, 4.35, -1.76)  0.007
C (3.39, 4.77, -1.51)  -0.001
C (4.18, 4.10, -0.58)  0.007
C (3.67, 3.01, 0.09)  -0.009
C (2.37, 2.58, -0.17)  -0.009
P (1.78, 1.09, 0.71)  -0.104
C (2.88, -0.23, 0.10)  0.124
C (2.92, -1.43, 0.82)  -0.008
C (3.69, -2.49, 0.37)  -0.006
C (4.42, -2.36, -0.81)  0.006
C (4.38, -1.17, -1.52)  0.003
C (3.59, -0.12, -1.08)  0.014
C (2.37, 1.47, 2.39)  0.000
C (3.48, 0.85, 2.98)  0.003
C (3.91, 1.26, 4.23)  -0.001
C (3.22, 2.25, 4.92)  0.001
C (2.12, 2.86, 4.34)  -0.001
C (1.71, 2.49, 3.08)  -0.002
C (-1.01, 3.41, 0.44)  0.065
C (-0.78, 4.73, 0.83)  -0.022
C (-1.30, 5.23, 2.01)  0.002
C (-2.10, 4.44, 2.81)  -0.001
C (-2.35, 3.13, 2.45)  0.004
C (-1.78, 2.61, 1.29)  -0.021
P (-2.11, 0.87, 0.87)  -0.066
C (-3.92, 0.95, 0.65)  -0.022
C (-4.84, 0.48, 1.59)  -0.004
C (-6.18, 0.74, 1.40)  0.001
C (-6.62, 1.44, 0.29)  -0.002
C (-5.71, 1.88, -0.65)  0.005
C (-4.36, 1.64, -0.47)  0.003
C (-1.80, -0.13, 2.35)  0.059
C (-2.38, -1.40, 2.42)  -0.006
C (-2.08, -2.23, 3.48)  0.003
C (-1.21, -1.81, 4.48)  -0.002
C (-0.62, -0.56, 4.39)  0.009
C (-0.90, 0.28, 3.33)  -0.020
H (-1.16, 4.85, -2.26)  0.005
H (-2.21, 3.53, -2.72)  -0.002
H (-0.68, 3.75, -3.55)  -0.002
H (1.49, 4.87, -2.48)  0.000
H (3.79, 5.62, -2.04)  0.000
H (5.19, 4.44, -0.38)  0.000
H (4.28, 2.48, 0.81)  0.000
H (2.35, -1.52, 1.73)  -0.003
H (3.72, -3.41, 0.93)  0.000
H (5.00, -3.18, -1.18)  0.000
H (4.95, -1.07, -2.43)  0.000
H (3.54, 0.80, -1.66)  -0.003
H (4.02, 0.08, 2.45)  0.001
H (4.79, 0.81, 4.66)  0.000
H (3.56, 2.55, 5.90)  0.000
H (1.59, 3.63, 4.88)  0.000
H (0.88, 2.99, 2.60)  0.006
H (-0.17, 5.36, 0.20)  0.000
H (-1.09, 6.25, 2.30)  0.000
H (-2.53, 4.84, 3.72)  0.000
H (-2.98, 2.50, 3.07)  -0.001
H (-4.51, -0.05, 2.47)  0.000
H (-6.89, 0.39, 2.14)  0.000
H (-7.67, 1.63, 0.16)  0.000
H (-6.05, 2.43, -1.52)  0.000
H (-3.63, 1.99, -1.20)  0.000
H (-3.05, -1.72, 1.63)  -0.001
H (-2.53, -3.21, 3.55)  0.000
H (-0.98, -2.46, 5.31)  0.000
H (0.07, -0.23, 5.16)  0.000
H (-0.44, 1.25, 3.26)  0.000
C (-0.07, -2.92, 0.63)  0.146
Ge (-0.44, -1.78, -1.01)  0.405
C (-2.20, -2.27, -1.85)  -0.004
C (-2.42, -1.85, -3.15)  0.027
C (-3.53, -2.28, -3.85)  -0.007
C (-4.45, -3.11, -3.24)  0.014
C (-4.25, -3.52, -1.94)  -0.008
C (-3.13, -3.09, -1.24)  0.014
C (0.92, -2.23, -2.40)  -0.047
C (1.54, -1.23, -3.11)  -0.009
C (2.60, -1.52, -3.99)  0.001
C (3.05, -2.80, -4.12)  -0.002
C (2.41, -3.86, -3.45)  0.004
C (2.81, -5.21, -3.61)  0.000
C (2.09, -6.23, -3.05)  0.000
C (0.94, -5.95, -2.30)  0.001
C (0.57, -4.65, -2.07)  0.016
C (1.30, -3.58, -2.62)  0.005
H (0.86, -3.47, 0.49)  0.003
H (-0.87, -3.63, 0.81)  0.008
H (0.02, -2.29, 1.51)  -0.054
H (-1.70, -1.19, -3.63)  -0.004
H (-3.68, -1.96, -4.88)  0.000
H (-5.32, -3.45, -3.79)  0.001
H (-4.96, -4.18, -1.46)  0.000
H (-2.99, -3.42, -0.22)  0.003
H (1.22, -0.19, -2.97)  -0.002
H (3.06, -0.72, -4.55)  0.000
H (3.89, -3.02, -4.77)  0.000
H (3.68, -5.42, -4.22)  0.000
H (2.38, -7.25, -3.22)  0.000
H (0.35, -6.76, -1.90)  0.000
H (-0.33, -4.43, -1.52)  0.007

***

# 2
The following is a quantum chemistry calculation of a structure of composition C54H46N3OsP2Si, from the Open Molecules 2025 dataset.

Net charge: +3
Kohn-Sham gap (alpha / beta) (Eh): 0.21700 / 0.21704

Each line ends with the Mulliken charge.
Cartesian coordinates (Å):
Os (0.61, -0.12, 0.09)  0.595
C (-1.25, -2.35, 2.15)  -0.732
C (-0.93, -2.80, 0.78)  1.013
C (-1.14, -4.20, 0.46)  -1.224
C (-0.87, -4.67, -0.76)  -1.175
C (-0.45, -3.74, -1.84)  -0.436
C (0.14, -2.39, -1.38)  0.343
N (-0.38, -1.97, -0.06)  -0.513
C (-1.21, -0.30, -2.29)  0.194
C (-2.26, 0.09, -3.12)  -0.436
C (-2.81, 1.34, -2.97)  -1.810
C (-2.33, 2.19, -1.98)  -0.165
C (-1.30, 1.78, -1.16)  0.007
N (-0.74, 0.55, -1.36)  0.618
C (-0.87, 2.52, 0.12)  0.012
C (-0.01, 4.57, 0.20)  -0.856
C (0.47, 4.83, 1.63)  -0.819
C (-0.04, 3.03, 2.78)  -1.207
C (-0.87, 1.85, 2.38)  0.374
C (-1.39, 1.01, 3.50)  -1.669
N (-1.14, 1.53, 1.16)  -0.559
H (-2.30, -2.53, 2.37)  0.603
H (-1.02, -1.29, 2.28)  -0.727
H (-0.67, -2.94, 2.86)  0.452
H (-1.50, -4.84, 1.25)  0.601
H (-1.02, -5.71, -1.00)  0.563
H (0.15, -4.24, -2.59)  0.542
H (-2.62, -0.60, -3.86)  0.633
H (-3.63, 1.66, -3.60)  0.526
H (-2.81, 3.14, -1.84)  0.614
H (0.24, 5.31, -0.56)  0.929
H (1.11, 5.69, 1.79)  0.443
H (0.38, 2.83, 3.76)  1.125
H (-1.95, 1.68, 4.16)  0.499
H (-0.59, 0.59, 4.10)  0.238
H (-2.07, 0.24, 3.14)  0.483
C (2.37, 0.59, 3.36)  -1.302
Si (2.65, 0.17, 1.56)  1.684
C (3.89, 1.29, 0.76)  1.266
C (5.23, 1.39, 1.15)  -1.073
C (6.06, 2.31, 0.54)  -0.966
C (5.57, 3.16, -0.45)  -0.932
C (4.24, 3.08, -0.84)  -1.073
C (3.41, 2.15, -0.22)  0.702
P (1.66, 1.97, -0.67)  1.811
C (1.50, 2.43, -2.41)  0.490
C (1.50, 1.49, -3.43)  0.544
C (1.42, 1.88, -4.76)  -0.780
C (1.35, 3.23, -5.08)  -0.958
C (1.38, 4.18, -4.07)  -1.031
C (1.45, 3.79, -2.74)  -0.840
C (0.57, 3.10, 0.23)  0.080
C (-1.44, 4.00, 0.12)  -0.631
C (-2.43, 4.41, 1.16)  -1.718
C (-2.02, 4.67, 2.40)  -1.006
C (-0.57, 4.51, 2.73)  -0.219
C (1.01, 3.39, 1.70)  -1.433
C (2.87, -1.73, 1.48)  0.925
C (3.42, -2.37, 2.60)  -1.095
C (3.80, -3.70, 2.53)  -0.978
C (3.61, -4.43, 1.37)  -0.887
C (3.02, -3.84, 0.26)  -0.605
C (2.64, -2.51, 0.33)  0.188
P (1.83, -1.66, -1.02)  1.560
C (3.02, -1.60, -2.37)  1.416
C (4.06, -0.67, -2.34)  -0.351
C (5.06, -0.72, -3.29)  -0.862
C (5.04, -1.71, -4.27)  -0.916
C (4.03, -2.66, -4.28)  -0.850
C (3.02, -2.61, -3.33)  -0.645
C (-0.65, -1.69, -2.54)  1.139
C (0.02, -1.69, -3.89)  -0.682
C (-0.45, -2.36, -4.95)  -0.744
C (-1.64, -3.20, -4.90)  -0.903
C (-2.23, -3.44, -3.73)  -1.191
C (-1.62, -2.92, -2.48)  0.049
H (3.35, 0.68, 3.84)  0.530
H (1.88, 1.55, 3.50)  0.324
H (1.81, -0.18, 3.90)  0.354
H (5.63, 0.74, 1.92)  0.542
H (7.10, 2.38, 0.83)  0.486
H (6.23, 3.88, -0.92)  0.485
H (3.87, 3.73, -1.62)  0.560
H (1.59, 0.44, -3.17)  -0.414
H (1.41, 1.13, -5.54)  0.580
H (1.29, 3.54, -6.11)  0.475
H (1.34, 5.23, -4.32)  0.515
H (1.48, 4.55, -1.97)  0.692
H (-1.83, 4.22, -0.86)  1.518
H (-3.47, 4.51, 0.88)  0.472
H (-2.71, 4.98, 3.16)  0.533
H (-0.33, 5.01, 3.67)  0.561
H (2.05, 3.17, 1.93)  1.598
H (3.60, -1.82, 3.52)  0.490
H (4.26, -4.17, 3.40)  0.501
H (3.91, -5.47, 1.33)  0.498
H (2.87, -4.42, -0.64)  0.574
H (4.10, 0.09, -1.57)  0.599
H (5.86, 0.01, -3.27)  0.524
H (5.83, -1.75, -5.00)  0.462
H (4.03, -3.44, -5.03)  0.533
H (2.24, -3.35, -3.35)  0.321
H (0.86, -1.02, -4.04)  0.268
H (0.05, -2.24, -5.90)  0.595
H (-2.04, -3.59, -5.83)  0.528
H (-3.13, -4.04, -3.66)  0.554
H (-2.39, -2.76, -1.72)  0.483

***

# 3
The following is a quantum chemistry calculation of a structure of composition C54H47BF2NO3P2SSm, from the Open Molecules 2025 dataset.

Expectation value of S²: 8.9839
Spin multiplicity: 6
Kohn-Sham gap (alpha / beta) (Eh): 0.18031 / 0.14169

Each line ends with the Mulliken spin population.
Cartesian coordinates (Å):
Sm (12.91, 11.14, 12.49)  3.174
O (13.15, 14.59, 11.06)  0.009
S (13.27, 13.88, 12.38)  0.031
C (12.04, 14.37, 13.74)  -0.005
C (11.66, 15.65, 13.28)  0.328
C (11.09, 16.60, 14.09)  -0.078
C (10.83, 16.35, 15.43)  0.302
C (10.26, 17.15, 16.58)  -0.037
C (10.25, 16.17, 17.81)  -0.013
C (10.80, 14.86, 17.28)  0.131
C (11.02, 13.60, 17.80)  -0.061
C (11.57, 12.57, 17.04)  0.131
C (11.82, 12.73, 15.68)  -0.081
P (12.30, 11.05, 15.23)  0.021
C (11.18, 9.56, 15.76)  -0.006
C (10.00, 9.66, 16.49)  0.007
C (9.20, 8.56, 16.72)  0.001
C (9.58, 7.34, 16.25)  0.000
C (10.75, 7.17, 15.52)  0.002
C (11.55, 8.28, 15.36)  0.000
C (13.78, 10.65, 16.08)  -0.005
C (13.93, 9.44, 16.80)  0.003
C (15.09, 9.24, 17.51)  0.000
C (16.11, 10.18, 17.50)  -0.001
C (15.98, 11.36, 16.75)  0.004
C (14.83, 11.58, 16.03)  0.004
C (11.77, 14.03, 15.12)  0.128
C (11.15, 15.06, 15.92)  0.016
C (14.96, 14.04, 12.90)  0.029
C (14.96, 15.27, 13.49)  0.007
C (16.11, 16.04, 13.66)  -0.005
C (17.34, 15.58, 13.22)  0.001
C (18.74, 16.15, 13.16)  0.000
C (19.62, 15.03, 12.49)  0.001
C (18.64, 13.90, 12.17)  0.000
C (18.72, 12.64, 11.62)  0.004
C (17.63, 11.78, 11.51)  0.005
C (16.36, 12.09, 11.99)  -0.022
P (15.51, 10.45, 11.85)  0.015
C (16.27, 9.22, 12.81)  0.006
C (15.72, 7.90, 12.73)  0.003
C (16.12, 6.92, 13.63)  0.004
C (17.18, 7.18, 14.50)  -0.003
C (17.73, 8.46, 14.54)  0.002
C (17.29, 9.48, 13.72)  -0.002
C (15.57, 10.10, 10.11)  -0.027
C (14.91, 10.89, 9.15)  0.005
C (14.96, 10.55, 7.81)  0.004
C (15.65, 9.40, 7.41)  -0.001
C (16.26, 8.59, 8.35)  0.001
C (16.26, 8.95, 9.69)  0.000
C (16.17, 13.43, 12.50)  -0.011
C (17.35, 14.27, 12.64)  0.008
H (11.87, 15.84, 12.23)  0.032
H (10.81, 17.54, 13.61)  0.009
H (9.24, 17.49, 16.37)  0.023
H (10.84, 18.05, 16.80)  0.020
H (9.24, 16.04, 18.20)  0.005
H (10.86, 16.54, 18.64)  0.006
H (10.80, 13.34, 18.83)  0.001
H (11.82, 11.65, 17.57)  0.032
H (9.62, 10.63, 16.81)  -0.001
H (8.20, 8.69, 17.13)  0.000
H (9.05, 6.41, 16.48)  0.000
H (10.98, 6.27, 14.97)  0.000
H (12.46, 8.04, 14.80)  -0.002
H (13.09, 8.76, 16.91)  0.000
H (15.21, 8.32, 18.10)  0.000
H (16.99, 10.05, 18.13)  0.000
H (16.79, 12.07, 16.68)  0.000
H (14.70, 12.49, 15.42)  -0.004
H (14.01, 15.72, 13.79)  0.011
H (15.97, 17.01, 14.13)  0.000
H (19.11, 16.40, 14.16)  0.000
H (18.79, 17.08, 12.59)  0.000
H (20.43, 14.68, 13.15)  0.000
H (20.13, 15.39, 11.59)  0.000
H (19.65, 12.28, 11.18)  -0.001
H (17.79, 10.83, 11.00)  -0.002
H (15.14, 7.62, 11.86)  -0.002
H (15.64, 5.95, 13.63)  0.000
H (17.59, 6.39, 15.14)  0.000
H (18.52, 8.68, 15.26)  0.000
H (17.73, 10.49, 13.80)  0.000
H (14.42, 11.80, 9.47)  0.001
H (14.44, 11.17, 7.08)  0.000
H (15.74, 9.18, 6.35)  0.000
H (16.79, 7.69, 8.03)  0.000
H (16.80, 8.34, 10.43)  -0.001
O (13.99, 9.37, 12.30)  -0.029
F (9.74, 12.60, 13.40)  0.007
B (10.90, 12.94, 12.63)  0.795
F (10.34, 13.60, 11.47)  0.021
O (10.96, 10.11, 12.03)  0.052
C (10.41, 8.89, 12.30)  -0.015
C (10.65, 7.60, 11.41)  0.000
C (9.14, 7.14, 11.26)  0.000
C (7.98, 8.31, 11.38)  0.000
C (7.24, 8.89, 12.72)  0.000
C (8.37, 9.62, 13.47)  -0.003
N (9.43, 8.75, 13.15)  0.011
H (11.21, 6.92, 12.06)  0.000
H (11.24, 7.64, 10.48)  0.000
H (8.93, 6.38, 12.04)  0.000
H (8.92, 6.70, 10.26)  0.000
H (7.19, 7.97, 10.70)  0.000
H (8.37, 9.18, 10.83)  0.000
H (6.95, 8.03, 13.35)  0.000
H (6.31, 9.42, 12.47)  0.000
H (8.26, 9.76, 14.56)  0.001
H (8.64, 10.60, 13.05)  0.005
H (9.82, 8.17, 14.05)  0.000